A molecular structure, C4H7NO5 in a non-equilibrium geometry. Source: OMol25; level of theory: wB97M-V/def2-TZVPD.

- LUMO level (spin up / spin down) (eV) = -2.0 / -2.0
- HOMO energy (spin up / spin down) (eV) = -8.7 / -8.7
- ΔE to the lowest compared entry with this formula, charge and spin (kcal per mole) = 242.1

```
! RIJCOSX wB97M-V def2-TZVPD def2/J DEFGRID3
* xyz 0 1
N -0.7079 3.5179 -0.3070
O -1.8269 3.9550 -0.3567
O 0.3986 4.0022 -0.3788
C -1.7292 -0.6935 1.0411
C -0.3557 -0.5324 0.4353
C 0.4768 -1.5485 0.1836
C 1.7903 -1.2950 -0.4422
O 1.6201 -1.4230 -1.8349
O 0.1828 0.6543 0.0400
O -0.7975 1.8530 0.1042
H -1.9861 -1.7604 1.1523
H -1.8163 -0.3312 2.0709
H -2.5058 -0.2767 0.3981
H 0.2194 -2.5957 0.4078
H 2.0105 -0.2486 -0.1987
H 2.5158 -2.0290 -0.0821
H 2.5111 -1.2485 -2.2329
*
```

Okay, here come the Löwdin numbers, in e, for every atom: N -0.253; O 0.178; O 0.160; C -0.022; C -0.330; C -0.051; C -0.287; O -0.068; O -0.031; O -0.017; H 0.088; H 0.087; H 0.082; H 0.125; H 0.114; H 0.118; H 0.108